A structure of composition C40H58BBrCl3GeN6OS3SiTi, computed with ωB97M-V/def2-TZVPD.

Relative energy (zero: lowest compared OMol25 entry of this formula, charge and spin): 0.000 eV
E: -10352.535352 Eh
2S+1: 2
Net charge: +2
HOMO-LUMO gap (alpha / beta): 5.880 / 6.671 eV

Geometry as XYZ:
```
116
Properties=species:S:1:pos:R:3:forces:R:3
Ti 0.20375 1.43241 -0.34244 0.24 0.24 0.22
C -1.04366 4.37254 -2.14342 0.05 0.07 0.01
C -0.10082 4.50633 -0.99781 -0.01 -0.07 0.02
C 0.39592 5.69381 -0.49301 -0.02 0.03 0.02
C 1.26339 5.35078 0.53639 0.01 0.00 0.01
C 2.07307 6.24187 1.41336 0.00 0.01 -0.01
N 1.27982 4.01867 0.63341 -0.03 -0.02 -0.02
N 0.44302 3.47674 -0.30380 -0.01 0.03 0.03
B 2.12605 3.10381 1.54359 0.03 0.05 -0.03
N 1.17092 2.21334 2.34933 0.07 -0.05 0.03
N 0.32528 1.34043 1.71557 -0.02 0.15 0.03
C -0.37426 0.70565 2.68912 -0.04 0.01 -0.01
C -1.41409 -0.32163 2.44497 -0.02 -0.07 0.00
C 0.04129 1.16840 3.92290 -0.03 -0.02 0.00
C 1.01731 2.12332 3.67174 -0.01 0.04 -0.03
C 1.79408 2.94269 4.64310 0.01 -0.01 0.01
N 2.98042 2.21236 0.64387 -0.02 -0.14 0.13
N 2.39416 1.44508 -0.33042 0.10 0.15 -0.09
C 3.40910 0.91958 -1.05040 0.00 -0.02 0.01
C 3.28785 0.14092 -2.31559 0.02 -0.06 0.02
C 4.62267 1.30206 -0.49282 0.01 0.02 -0.01
C 4.31515 2.12900 0.57081 -0.01 0.05 -0.03
C 5.23371 2.85345 1.49394 0.01 -0.01 0.01
H -1.79929 5.15386 -2.08058 -0.01 0.00 0.00
H -0.50541 4.49726 -3.08465 -0.01 -0.01 0.02
H -1.54812 3.41211 -2.16955 -0.02 0.00 0.04
H 0.15873 6.68734 -0.83366 0.00 0.00 0.00
H 1.85745 7.28053 1.17582 0.00 0.00 0.00
H 1.84795 6.07330 2.46607 0.00 0.00 0.00
H 3.13983 6.07181 1.26777 0.00 0.00 0.00
H 2.79947 3.75353 2.27363 0.00 0.01 0.00
H -1.48662 -0.58770 1.39724 -0.01 -0.05 -0.06
H -1.17744 -1.21737 3.01779 0.00 -0.03 0.01
H -2.38704 0.03844 2.78130 0.03 -0.02 -0.02
H -0.32237 0.85198 4.88571 0.01 -0.01 0.00
H 1.47805 2.70367 5.65536 0.00 0.00 0.00
H 2.86227 2.74389 4.55873 0.00 0.00 0.00
H 1.63854 4.00810 4.47544 0.00 0.00 0.00
H 2.32364 -0.33407 -2.44040 -0.01 -0.02 0.01
H 3.44561 0.80425 -3.16810 0.00 0.01 0.01
H 4.06905 -0.61761 -2.34606 -0.01 -0.01 0.00
H 5.60474 1.03436 -0.84379 0.00 0.00 0.00
H 6.26316 2.59951 1.25399 0.00 0.00 0.00
H 5.11845 3.93325 1.39949 0.00 0.00 0.00
H 5.04720 2.58603 2.53380 0.00 0.00 0.00
Cl -0.21898 -0.56264 -5.18781 0.01 -0.07 0.01
Ge -1.12937 0.99043 -4.00434 0.08 -0.04 -0.12
Cl -1.45455 2.69190 -5.26538 -0.12 0.04 -0.11
Cl 0.65076 1.76945 -2.76148 0.20 0.01 -0.15
O -1.53680 1.43152 -0.48239 -0.26 -0.10 0.31
C -2.97523 1.71345 -0.48636 -0.07 0.06 -0.12
C -3.13763 3.12994 0.02937 0.11 0.02 -0.07
C -4.00364 4.12090 -0.32801 -0.04 -0.02 0.02
C -3.92163 5.26518 0.51126 0.00 0.00 0.00
C -3.00379 5.11507 1.50179 -0.02 0.01 0.01
S -2.23327 3.59635 1.42746 0.01 0.00 0.00
C -3.40869 1.41012 -1.91880 -0.12 -0.04 0.16
C -3.07907 0.21707 -2.54701 0.01 0.04 0.02
C -3.81708 -0.00034 -3.75462 -0.08 -0.09 -0.07
C -4.62800 1.04722 -4.04475 0.00 0.03 0.00
S -4.54185 2.26917 -2.85509 -0.03 0.10 0.02
C -3.74491 0.77914 0.44123 -0.07 0.08 -0.06
C -4.44230 1.13717 1.56278 0.01 -0.01 -0.01
C -5.12144 0.05183 2.17535 0.01 0.02 -0.01
C -4.94816 -1.11270 1.49680 0.00 0.00 -0.01
S -3.99473 -0.89461 0.10013 0.08 -0.08 0.04
H -4.71324 4.06623 -1.13708 0.00 -0.01 -0.01
H -4.52643 6.14982 0.37971 0.01 0.00 0.00
H -2.73559 5.81840 2.27402 0.00 0.01 -0.01
H -2.46321 -0.53768 -2.07499 0.06 -0.02 -0.03
H -3.73093 -0.88765 -4.36608 0.03 0.01 0.00
H -5.26839 1.18152 -4.90216 0.00 -0.01 -0.01
H -4.49082 2.14455 1.94421 0.01 0.02 0.00
H -5.72198 0.14418 3.06786 0.00 0.00 0.00
H -5.35477 -2.08548 1.72482 0.00 0.00 0.00
C -2.10453 -3.82274 -1.13826 -0.01 -0.01 0.03
C -1.10371 -4.40908 -0.12855 -0.01 -0.01 -0.04
C -1.61999 -4.09598 1.28001 -0.01 -0.04 0.00
C -1.10324 -5.94456 -0.30064 0.03 -0.02 0.01
Si 0.68130 -3.80967 -0.39567 0.08 0.42 -0.01
Br 0.33160 -1.15641 -0.74716 -0.15 -0.62 -0.15
C 1.80971 -3.64516 1.12206 -0.03 -0.18 0.04
C 3.21487 -3.12713 0.78391 -0.05 -0.01 -0.02
C 1.26307 -2.75285 2.24598 0.00 0.00 -0.03
C 1.92772 -5.09272 1.65921 0.00 0.00 0.05
C 1.45681 -4.27426 -2.06702 0.04 -0.07 0.03
C 0.42770 -4.18004 -3.20472 0.03 -0.03 -0.01
C 1.94920 -5.73799 -1.97154 0.05 0.02 0.02
C 2.66958 -3.41719 -2.45120 -0.02 0.02 -0.02
H -3.11051 -4.12212 -0.83056 0.00 0.00 -0.01
H -1.95299 -4.19403 -2.14717 0.02 0.02 -0.01
H -2.07592 -2.73529 -1.15883 -0.02 0.07 0.02
H -2.64528 -4.46922 1.35564 0.01 0.01 0.01
H -1.64008 -3.02659 1.48131 -0.01 0.10 0.03
H -1.04158 -4.59518 2.05713 -0.01 0.03 0.00
H -2.09930 -6.31371 -0.04190 0.00 0.00 0.01
H -0.39082 -6.45152 0.35382 -0.01 0.00 -0.02
H -0.90678 -6.24595 -1.32809 0.01 0.00 -0.01
H 3.19042 -2.14687 0.30234 0.00 0.01 -0.02
H 3.77800 -3.81424 0.15793 0.00 -0.04 -0.06
H 3.76925 -3.02350 1.72003 0.02 0.01 -0.01
H 1.10667 -1.72749 1.90974 0.01 0.03 0.02
H 2.01294 -2.72670 3.04105 -0.01 -0.01 0.02
H 0.34241 -3.12580 2.68584 -0.03 0.00 -0.03
H 2.37648 -5.77571 0.93594 -0.01 0.00 0.02
H 0.96468 -5.50361 1.97013 0.04 0.01 0.00
H 2.57508 -5.08728 2.54015 0.01 0.01 0.00
H -0.33689 -4.95136 -3.13081 -0.03 0.01 0.01
H 0.94888 -4.33890 -4.15184 -0.01 -0.01 0.00
H -0.05623 -3.20304 -3.25733 0.00 0.03 -0.01
H 1.14888 -6.45650 -1.81005 -0.03 -0.02 0.03
H 2.70024 -5.87602 -1.19211 0.02 0.02 -0.03
H 2.42716 -5.99207 -2.92147 -0.02 0.00 -0.01
H 2.46676 -2.35297 -2.38280 -0.02 0.02 -0.02
H 2.92500 -3.64164 -3.48984 0.01 0.01 0.00
H 3.54709 -3.64452 -1.85282 0.01 0.03 0.05
```
Forces are in eV/Å.